1.
DFT (wB97M-V/def2-TZVPD) results for a 7-piece molecular cluster, C42H74NO19 overall at a distorted geometry.

CARTESIAN COORDINATES (ANGSTROEM)
1 C 0.69 -2.85 -0.45
2 O 1.97 -3.07 -1.05
3 C 2.60 -1.81 -1.31
4 C 3.11 -1.13 0.00
5 C 3.34 0.40 -0.14
6 C 2.05 1.18 -0.56
7 C 0.88 1.10 0.49
8 C 0.73 2.39 1.36
9 C 0.14 3.60 0.54
10 C -1.27 3.28 -0.07
11 C -1.44 3.65 -1.58
12 C -0.21 3.27 -2.50
13 C -0.57 2.40 -3.74
14 C -0.55 0.85 -3.46
15 C -1.54 0.41 -2.34
16 C -3.05 0.50 -2.74
17 C -3.87 0.36 -1.40
18 C -3.50 -0.97 -0.61
19 C -1.96 -1.30 -0.60
20 N -1.31 -1.01 -1.91
21 H 0.75 -3.13 0.63
22 H 0.50 -1.75 -0.47
23 H -0.12 -3.39 -0.98
24 H 1.95 -1.15 -1.94
25 H 3.51 -2.07 -1.91
26 H 4.09 -1.59 0.24
27 H 2.46 -1.33 0.89
28 H 4.12 0.63 -0.90
29 H 3.66 0.81 0.85
30 H 2.33 2.26 -0.66
31 H 1.65 0.87 -1.56
32 H -0.06 0.78 -0.01
33 H 1.14 0.27 1.19
34 H 0.16 2.19 2.29
35 H 1.75 2.69 1.70
36 H 0.02 4.42 1.29
37 H 0.90 3.95 -0.18
38 H -2.00 3.91 0.49
39 H -1.52 2.23 0.18
40 H -1.65 4.74 -1.66
41 H -2.35 3.15 -2.01
42 H 0.63 2.79 -1.96
43 H 0.19 4.23 -2.90
44 H 0.24 2.56 -4.49
45 H -1.50 2.71 -4.27
46 H -0.86 0.36 -4.41
47 H 0.47 0.46 -3.22
48 H -1.40 1.03 -1.43
49 H -3.26 -0.35 -3.44
50 H -3.21 1.48 -3.22
51 H -4.96 0.35 -1.61
52 H -3.61 1.22 -0.75
53 H -3.87 -0.85 0.43
54 H -4.02 -1.83 -1.09
55 H -1.82 -2.39 -0.40
56 H -1.49 -0.75 0.24
57 H -0.31 -1.23 -1.89
58 H -1.76 -1.60 -2.62
59 C -1.33 2.78 7.94
60 C -0.97 2.52 6.50
61 C -1.32 3.64 5.56
62 O -1.59 2.95 4.33
63 C -1.98 1.70 4.65
64 O -2.47 0.92 3.89
65 O -1.75 1.43 5.96
66 H -2.37 2.51 8.15
67 H -0.71 2.16 8.60
68 H -1.16 3.82 8.22
69 H 0.09 2.25 6.41
70 H -0.50 4.35 5.43
71 H -2.22 4.19 5.85
72 C 1.47 -5.74 -3.73
73 C 2.00 -4.70 -4.70
74 C 1.27 -3.39 -4.65
75 O 1.40 -2.90 -5.98
76 C 1.55 -3.99 -6.79
77 O 1.48 -3.96 -7.97
78 O 1.79 -5.11 -6.06
79 H 0.62 -6.28 -4.16
80 H 2.24 -6.47 -3.51
81 H 1.17 -5.28 -2.78
82 H 3.07 -4.56 -4.55
83 H 1.73 -2.70 -3.94
84 H 0.21 -3.49 -4.41
85 C -3.38 -2.38 4.33
86 C -2.45 -3.21 3.47
87 C -1.92 -2.47 2.26
88 O -1.73 -3.52 1.31
89 C -2.58 -4.52 1.65
90 O -2.81 -5.44 0.93
91 O -3.13 -4.32 2.86
92 H -4.41 -2.43 3.95
93 H -3.40 -2.77 5.34
94 H -3.07 -1.34 4.38
95 H -1.62 -3.60 4.07
96 H -0.99 -1.95 2.47
97 H -2.64 -1.75 1.85
98 C 0.02 8.14 10.14
99 C 0.95 7.31 9.28
100 C 1.47 8.04 8.06
101 O 1.65 6.98 7.12
102 C 0.80 5.99 7.46
103 O 0.54 5.05 6.77
104 O 0.25 6.20 8.68
105 H -1.01 8.09 9.78
106 H 0.01 7.75 11.16
107 H 0.34 9.18 10.19
108 H 1.77 6.91 9.87
109 H 2.41 8.55 8.26
110 H 0.75 8.75 7.65
111 C -3.46 -5.12 -2.64
112 C -3.36 -3.95 -3.59
113 C -4.62 -3.68 -4.37
114 O -4.13 -3.12 -5.59
115 C -2.87 -3.59 -5.76
116 O -2.25 -3.49 -6.77
117 O -2.42 -4.21 -4.64
118 H -3.25 -6.07 -3.14
119 H -2.72 -5.02 -1.84
120 H -4.44 -5.17 -2.17
121 H -3.03 -3.05 -3.05
122 H -5.28 -2.97 -3.86
123 H -5.19 -4.58 -4.60
124 C 5.04 -2.42 -4.53
125 C 5.89 -1.16 -4.61
126 C 7.25 -1.38 -5.21
127 O 8.04 -0.38 -4.55
128 C 7.44 -0.11 -3.36
129 O 7.93 0.51 -2.49
130 O 6.20 -0.67 -3.30
131 H 5.26 -2.99 -3.62
132 H 3.98 -2.16 -4.49
133 H 5.19 -3.07 -5.39
134 H 5.34 -0.38 -5.15
135 H 7.26 -1.23 -6.29
136 H 7.68 -2.36 -4.98

The value obtained for the HOMO energy is -12.47 eV. The total charge is +1. The strongest force on any atom is 2.0 eV/A. The value obtained for the calculated total energy is -85141.79231 eV. The value obtained for the HOMO-LUMO gap is 0.3865 Eh. As for the multiplicity: 1.



2.
DFT (wB97M-V/def2-TZVPD) results for a 3-piece molecular cluster, C42H76BrFN11O6P2S overall at a distorted geometry.

CARTESIAN COORDINATES (ANGSTROEM)
1 C 0.44 -5.97 0.42
2 C -0.24 -5.41 -0.40
3 C -0.90 -4.59 -1.43
4 O -1.18 -5.47 -2.50
5 C -1.68 -6.72 -2.08
6 O -2.67 -6.80 -1.43
7 C -0.94 -7.92 -2.53
8 C -1.43 -9.17 -2.15
9 C -0.81 -10.34 -2.55
10 C 0.32 -10.25 -3.35
11 C 0.85 -9.02 -3.71
12 C 0.22 -7.86 -3.30
13 C -1.99 -3.61 -1.00
14 C -3.07 -3.32 -2.05
15 C -4.20 -2.43 -1.55
16 F -3.65 -4.50 -2.47
17 C -1.14 -2.38 -0.48
18 N -1.74 -1.07 -0.52
19 C -0.45 -2.59 0.92
20 C -0.92 -1.63 2.02
21 C -2.36 -1.95 2.46
22 C -3.24 -0.72 2.65
23 C -4.63 -1.13 3.19
24 C -5.43 -2.01 2.22
25 C -6.47 -1.22 1.39
26 S -8.06 -2.11 1.35
27 C -8.56 -1.82 -0.29
28 N -8.96 -2.64 -1.19
29 N -9.22 -1.87 -2.31
30 C -8.92 -0.67 -2.02
31 O -8.50 -0.54 -0.74
32 C 0.04 -2.46 -1.46
33 C 1.07 -1.45 -1.87
34 C 0.85 0.03 -1.50
35 C 1.25 0.39 -0.07
36 C 2.66 1.03 0.08
37 N 3.43 0.18 1.02
38 C 3.84 -1.06 0.42
39 C 4.64 -1.06 -0.87
40 O 3.57 -2.11 0.95
41 N 0.15 -3.65 -1.96
42 Br 1.42 -4.25 -3.14
43 H 1.02 -6.69 0.96
44 H -2.31 -9.23 -1.53
45 H -1.22 -11.30 -2.26
46 H 0.82 -11.15 -3.71
47 H 1.73 -8.95 -4.34
48 H 0.63 -6.90 -3.59
49 H -2.48 -4.04 -0.12
50 H -2.58 -2.89 -2.94
51 H -4.23 -2.34 -0.47
52 H -5.14 -2.75 -1.99
53 H -4.03 -1.42 -1.94
54 H -2.64 -1.05 -0.07
55 H -1.89 -0.73 -1.47
56 H 0.63 -2.46 0.78
57 H -0.58 -3.60 1.29
58 H -0.27 -1.86 2.87
59 H -0.76 -0.58 1.79
60 H -2.38 -2.54 3.38
61 H -2.80 -2.61 1.71
62 H -3.32 -0.13 1.74
63 H -2.77 -0.11 3.43
64 H -5.24 -0.26 3.40
65 H -4.48 -1.72 4.10
66 H -4.82 -2.58 1.52
67 H -6.00 -2.76 2.78
68 H -6.17 -1.12 0.35
69 H -6.59 -0.22 1.81
70 H -9.00 0.20 -2.65
71 H 1.10 -1.51 -2.96
72 H 2.05 -1.78 -1.50
73 H -0.15 0.38 -1.69
74 H 1.49 0.60 -2.18
75 H 1.22 -0.45 0.62
76 H 0.52 1.11 0.30
77 H 3.15 1.16 -0.89
78 H 2.54 1.99 0.58
79 H 4.28 0.68 1.28
80 H 4.61 -2.07 -1.29
81 H 4.21 -0.38 -1.60
82 H 5.67 -0.74 -0.70
83 O 6.74 1.49 -2.11
84 P 7.80 2.54 -1.92
85 N 7.80 2.71 -0.21
86 C 8.35 3.84 0.52
87 C 8.06 1.48 0.54
88 N 6.98 3.87 -2.66
89 C 6.55 5.03 -1.89
90 C 5.95 3.52 -3.63
91 N 9.35 3.26 -2.19
92 C 9.59 3.96 -3.47
93 C 10.42 2.24 -2.07
94 H 9.45 3.88 0.51
95 H 8.03 3.78 1.56
96 H 7.97 4.79 0.16
97 H 9.13 1.27 0.64
98 H 7.60 0.63 0.04
99 H 7.63 1.55 1.54
100 H 5.89 4.75 -1.05
101 H 6.02 5.73 -2.53
102 H 7.41 5.58 -1.51
103 H 5.00 3.24 -3.15
104 H 6.27 2.68 -4.25
105 H 5.76 4.36 -4.29
106 H 9.33 3.34 -4.34
107 H 10.64 4.22 -3.54
108 H 9.04 4.89 -3.52
109 H 10.36 1.49 -2.86
110 H 10.36 1.72 -1.11
111 H 11.40 2.71 -2.11
112 O -2.99 3.04 1.93
113 P -3.53 4.35 2.42
114 N -2.54 4.57 3.81
115 C -2.83 5.45 4.92
116 C -1.10 4.58 3.55
117 N -5.10 3.80 2.86
118 C -5.49 3.70 4.25
119 C -5.56 2.66 2.08
120 N -4.05 6.01 2.32
121 C -5.38 6.29 1.74
122 C -3.07 6.82 1.54
123 H -2.73 6.52 4.68
124 H -2.14 5.23 5.74
125 H -3.82 5.29 5.33
126 H -0.74 5.58 3.24
127 H -0.84 3.88 2.76
128 H -0.55 4.29 4.44
129 H -4.81 3.06 4.84
130 H -6.50 3.28 4.33
131 H -5.56 4.68 4.71
132 H -5.13 1.71 2.42
133 H -5.33 2.78 1.02
134 H -6.65 2.59 2.16
135 H -5.52 5.81 0.76
136 H -5.49 7.36 1.61
137 H -6.18 5.97 2.40
138 H -3.04 6.51 0.49
139 H -2.07 6.71 1.96
140 H -3.33 7.87 1.59

The value obtained for the HOMO energy is -10.04 eV. The total charge is +1. The strongest force on any atom is 6.2 eV/A. The value obtained for the calculated total energy is -175624.34135 eV. The value obtained for the HOMO-LUMO gap is 0.2475 Eh. As for the multiplicity: 1.



3.
DFT (wB97M-V/def2-TZVPD) results for a 14-piece molecular cluster, C42H77Cl5F12N14P2 overall at a distorted geometry.

CARTESIAN COORDINATES (ANGSTROEM)
1 C 0.68 -2.70 -5.81
2 C -0.84 -2.65 -5.78
3 N -1.51 -3.37 -4.68
4 C -0.93 -4.08 -3.65
5 C -1.93 -4.59 -2.89
6 N -3.10 -4.36 -3.53
7 C -2.84 -3.51 -4.55
8 C -4.39 -4.98 -3.23
9 H 1.10 -3.59 -5.34
10 H 1.16 -1.78 -5.50
11 H 0.96 -2.79 -6.86
12 H -1.32 -2.93 -6.71
13 H -1.18 -1.63 -5.61
14 H 0.14 -4.04 -3.52
15 H -1.91 -5.04 -1.91
16 H -3.44 -3.22 -5.40
17 H -5.22 -4.27 -3.20
18 H -4.36 -5.42 -2.24
19 H -4.54 -5.74 -3.99
20 C -4.39 -4.27 2.37
21 C -3.38 -3.27 2.93
22 N -2.04 -3.86 2.89
23 C -1.62 -4.87 3.74
24 C -0.34 -5.28 3.37
25 N 0.01 -4.40 2.33
26 C -1.07 -3.70 2.00
27 C 1.25 -4.39 1.56
28 H -4.43 -5.28 2.79
29 H -4.22 -4.26 1.29
30 H -5.39 -3.85 2.35
31 H -3.52 -3.08 4.00
32 H -3.32 -2.33 2.39
33 H -2.26 -5.20 4.54
34 H 0.30 -6.10 3.67
35 H -1.16 -3.03 1.16
36 H 1.95 -3.65 1.94
37 H 1.10 -4.06 0.53
38 H 1.67 -5.40 1.53
39 C -3.91 3.11 -4.56
40 C -2.88 2.06 -4.96
41 N -1.49 2.41 -4.91
42 C -0.49 1.71 -5.53
43 C 0.70 2.21 -5.09
44 N 0.38 3.07 -4.06
45 C -0.94 3.36 -4.12
46 C 1.30 3.57 -3.02
47 H -4.02 3.34 -3.50
48 H -4.89 2.68 -4.77
49 H -3.77 4.04 -5.11
50 H -3.06 1.53 -5.90
51 H -3.04 1.18 -4.33
52 H -0.64 0.83 -6.13
53 H 1.72 1.98 -5.30
54 H -1.50 3.97 -3.44
55 H 2.21 3.03 -3.25
56 H 0.86 3.29 -2.07
57 H 1.38 4.65 -3.12
58 C 2.87 2.80 5.84
59 C 1.79 3.67 5.16
60 N 0.48 3.02 5.10
61 C -0.67 3.57 4.56
62 C -1.67 2.65 4.56
63 N -1.12 1.56 5.21
64 C 0.16 1.79 5.50
65 C -1.84 0.27 5.46
66 H 3.70 3.45 6.13
67 H 3.21 2.04 5.13
68 H 2.41 2.23 6.64
69 H 2.11 4.01 4.18
70 H 1.80 4.66 5.62
71 H -0.54 4.56 4.17
72 H -2.70 2.54 4.27
73 H 0.73 0.99 5.95
74 H -2.32 0.36 6.43
75 H -1.14 -0.56 5.55
76 H -2.44 0.00 4.59
77 C -1.06 0.02 -3.18
78 C -0.58 -1.17 -2.31
79 N -0.07 -0.53 -1.10
80 C 1.20 0.06 -1.08
81 C 1.29 0.43 0.23
82 N 0.17 0.20 0.94
83 C -0.69 -0.36 0.06
84 C -0.05 0.36 2.35
85 H -1.47 -0.19 -4.17
86 H -0.24 0.69 -3.46
87 H -1.79 0.64 -2.66
88 H 0.19 -1.75 -2.80
89 H -1.50 -1.67 -2.00
90 H 1.79 0.13 -1.97
91 H 2.11 0.96 0.69
92 H -1.71 -0.66 0.30
93 H -0.38 -0.62 2.69
94 H -0.84 1.06 2.59
95 H 0.85 0.63 2.89
96 C 8.75 -1.59 5.18
97 C 8.69 -0.85 3.84
98 N 7.29 -0.47 3.46
99 C 6.30 -0.08 4.34
100 C 5.21 0.15 3.56
101 N 5.53 -0.23 2.26
102 C 6.86 -0.49 2.19
103 C 4.60 -0.55 1.17
104 H 8.45 -1.06 6.09
105 H 9.72 -2.00 5.47
106 H 8.11 -2.48 5.21
107 H 9.06 -1.47 3.03
108 H 9.33 0.03 3.94
109 H 6.52 0.09 5.38
110 H 4.20 0.38 3.86
111 H 7.45 -0.91 1.39
112 H 4.40 0.25 0.46
113 H 3.70 -0.89 1.69
114 H 4.92 -1.46 0.66
115 C -0.20 3.52 1.08
116 C -1.61 3.80 0.68
117 N -2.28 4.75 1.60
118 C -1.99 6.07 1.86
119 C -3.07 6.60 2.53
120 N -3.91 5.54 2.90
121 C -3.41 4.49 2.24
122 C -5.16 5.60 3.64
123 H -0.10 3.10 2.08
124 H 0.31 4.49 0.99
125 H 0.25 2.91 0.30
126 H -2.25 2.91 0.74
127 H -1.79 4.12 -0.35
128 H -1.12 6.60 1.50
129 H -3.34 7.62 2.78
130 H -3.80 3.48 2.32
131 H -5.67 6.49 3.29
132 H -4.82 5.68 4.67
133 H -5.72 4.69 3.42
134 Cl -3.55 2.01 -1.81
135 Cl -3.59 0.67 2.10
136 Cl -3.73 -1.82 -0.73
137 Cl 3.72 2.91 -0.53
138 Cl 2.09 -1.72 4.04
139 P 3.85 -3.23 -1.99
140 F 4.97 -4.32 -1.55
141 F 5.03 -2.09 -1.65
142 F 4.43 -3.30 -3.49
143 F 2.80 -2.01 -2.46
144 F 2.77 -4.38 -2.39
145 F 3.44 -3.18 -0.39
146 P -2.43 -0.15 -8.35
147 F -3.37 -1.50 -8.36
148 F -2.63 -0.18 -9.97
149 F -3.70 0.89 -8.34
150 F -1.34 1.01 -8.39
151 F -2.57 -0.09 -6.72
152 F -1.25 -1.27 -8.32

The value obtained for the HOMO energy is -6.55 eV. The strongest force on any atom is 3.8 eV/A. The value obtained for the calculated total energy is -179473.43152 eV. The value obtained for the HOMO-LUMO gap is 0.2157 Eh. As for the multiplicity: 1.